Molecular formula: C26H27Br2CaN5O3
Method: DFT, ωB97M-V with the def2-TZVPD basis set

Last column: Mulliken charge in e.
Geometry (Å):
Br -4.202 1.288 5.441  -0.080
Br -1.473 -5.763 3.860  -0.088
Ca 0.424 0.026 0.194  2.443
O -1.386 -0.729 -1.169  -0.665
O -2.448 1.222 -1.229  -0.424
O 1.923 -1.381 -0.843  -0.422
N -0.072 -1.950 1.624  0.309
N -1.484 0.392 1.787  0.653
N 2.515 -1.076 -2.981  -0.035
N -4.515 0.428 -2.487  -0.578
N 0.738 1.376 -1.977  0.433
C 0.536 2.691 -1.847  -0.384
C 0.170 -4.289 2.080  -0.837
C 0.946 3.112 -4.146  -0.469
C 2.776 -1.489 -1.740  0.385
C 3.142 1.045 0.917  -0.312
C 1.200 -0.581 -3.376  -1.325
C 1.142 1.749 -4.300  -0.896
C 1.509 2.587 1.790  -0.281
C -3.545 -0.634 -2.252  -0.329
C 4.118 -2.095 -1.463  -1.225
C 2.849 0.152 1.944  -0.437
C -0.894 -4.230 2.962  -0.229
C 1.028 0.910 -3.202  0.791
C -2.353 -0.062 -1.500  0.449
C 1.883 0.475 2.891  -0.338
C -2.074 1.581 1.939  -0.559
C -2.902 1.902 2.995  -0.823
C -1.085 -1.895 2.499  0.653
C -1.533 -3.019 3.176  -0.980
C 1.213 1.694 2.814  -0.407
C -2.525 -0.315 3.817  -0.885
C -3.121 0.928 3.960  -0.353
C 0.535 -3.124 1.431  -0.614
C 0.626 3.595 -2.889  -1.087
C 2.473 2.262 0.840  -0.678
C -1.724 -0.558 2.709  0.469
H 0.448 -1.114 -2.795  0.096
H 1.376 1.332 -5.271  0.509
H 0.284 3.044 -0.852  0.453
H 0.448 4.646 -2.715  0.494
H 0.695 -5.214 1.893  0.476
H -3.170 -1.082 -3.172  0.323
H -3.946 -1.447 -1.646  0.317
H -4.677 0.602 -3.469  0.225
H 3.376 -0.791 2.013  0.317
H -3.354 2.881 3.071  0.495
H 1.006 3.545 1.740  0.532
H 1.052 -0.838 -4.423  0.647
H 3.908 0.807 0.190  0.453
H 3.224 -1.192 -3.687  0.269
H 1.033 3.782 -4.990  0.437
H 4.762 -2.130 -2.339  0.427
H 1.664 -0.213 3.697  0.440
H -2.376 -2.976 3.849  0.518
H 1.347 -3.123 0.716  0.523
H -2.679 -1.068 4.575  0.501
H 3.965 -3.108 -1.091  0.318
H 4.613 -1.525 -0.677  0.249
H -5.409 0.244 -2.052  0.223
H 0.476 1.953 3.562  0.499
H -3.336 1.476 -1.624  0.488
H 2.731 2.967 0.060  0.499
H -1.873 2.319 1.170  0.430

E_HOMO in eV: -14.49
Energy above the lowest of the compared OMol25 structures with the same formula, charge and spin in kcal per mole: 0.0
E in hartree: -7331.87986
Net charge: +2



Molecular formula: C44H58GdN8
Method: DFT, ωB97M-V with the def2-TZVPD basis set

Last column: Mulliken spin population.
Geometry (Å):
Gd -21.795 -2.633 5.781  6.465
N -21.797 -4.471 4.293  0.038
N -20.833 -1.337 3.910  0.058
N -22.878 -3.648 7.690  0.026
N -21.932 -1.165 -0.778  0.000
N -19.471 -3.171 6.521  -0.001
N -22.943 -0.445 6.411  0.009
N -23.494 -5.121 9.448  -0.001
N -27.236 2.702 7.048  -0.002
C -15.766 -3.384 6.710  -0.017
C -19.419 -0.625 1.547  -0.001
C -24.395 1.397 5.735  0.002
C -21.583 -7.481 2.243  -0.008
C -18.137 -2.776 6.863  0.028
C -21.310 -6.195 2.592  -0.001
C -23.653 -0.522 7.587  0.001
C -25.516 -5.561 4.982  -0.003
C -21.462 -1.065 0.292  0.001
C -24.702 -3.542 3.643  0.062
C -24.900 -5.320 9.031  -0.001
C -18.571 -0.340 7.723  0.000
C -23.580 -5.903 3.367  0.032
C -17.376 -5.263 7.277  -0.009
C -18.746 -6.044 2.550  0.001
C -22.580 -7.080 10.802  0.000
C -26.350 1.937 6.996  0.002
C -21.212 -4.278 9.403  0.015
C -23.239 -5.695 10.793  0.000
C -21.475 -1.322 2.671  -0.008
C -25.307 -6.726 8.759  0.000
C -16.406 -1.076 6.813  -0.015
C -16.534 -5.737 8.458  0.001
C -24.808 -5.092 3.701  -0.002
C -23.248 0.622 5.624  -0.004
C -15.413 -2.044 6.580  0.016
C -19.849 -0.781 8.480  0.001
C -20.788 -4.807 5.204  0.162
C -17.078 -3.756 6.939  0.018
C -19.552 -0.877 3.933  0.025
C -23.860 -7.234 2.981  -0.006
C -18.784 -0.639 2.757  -0.004
C -16.987 -6.195 6.103  0.005
C -18.784 0.943 6.868  0.001
C -20.797 -0.965 1.531  -0.009
C -25.200 1.152 6.867  -0.003
C -22.883 -8.002 2.450  0.012
C -19.598 -3.935 5.398  0.109
C -24.877 0.095 7.750  0.005
C -20.097 -5.475 2.040  0.001
C -22.272 -5.505 3.461  -0.015
C -20.129 -5.353 0.506  0.002
C -22.605 -4.345 8.797  0.000
C -17.717 -1.411 7.130  0.021
H -16.967 -5.638 5.141  -0.002
H -16.023 -6.740 6.293  0.000
H -26.119 -6.847 8.034  0.000
H -16.639 -5.030 9.294  0.000
H -14.972 -4.107 6.693  0.000
H -25.578 -7.252 9.667  0.000
H -17.924 0.048 8.558  0.001
H -20.783 -8.065 1.743  0.000
H -16.125 -0.042 6.941  0.000
H -20.675 -5.241 9.269  0.000
H -15.475 -5.734 8.218  0.000
H -25.671 -3.193 3.972  0.001
H -20.511 -1.371 7.786  0.029
H -22.495 -1.653 2.551  0.011
H -25.551 -4.939 9.840  0.000
H -22.737 -4.971 11.451  0.000
H -18.915 -0.338 0.624  0.000
H -24.908 -7.575 3.056  0.000
H -18.413 -5.415 7.553  0.013
H -24.687 2.118 5.009  0.000
H -20.368 0.120 8.802  0.002
H -19.928 -6.327 0.009  0.000
H -16.885 -6.703 8.824  0.000
H -18.837 -6.522 3.557  0.000
H -19.268 -4.734 0.191  0.000
H -21.876 -7.167 11.609  0.000
H -19.061 -0.698 4.895  -0.025
H -26.080 -4.737 5.411  0.000
H -18.926 -3.742 4.535  -0.016
H -25.022 -4.734 8.097  0.002
H -18.034 0.996 6.053  0.001
H -18.059 -5.216 2.746  0.000
H -23.264 -1.202 8.315  -0.004
H -26.165 -6.399 4.717  0.000
H -17.727 -0.452 2.886  0.000
H -24.451 -7.274 8.303  0.000
H -20.122 -4.445 2.399  0.011
H -20.657 -3.481 8.886  -0.007
H -25.576 -0.187 8.561  0.000
H -24.255 -5.811 11.243  0.000
H -23.082 -9.005 2.188  0.001
H -22.068 -7.360 9.894  0.000
H -23.911 -3.643 7.465  0.004
H -23.941 -3.174 4.395  -0.027
H -24.470 -3.223 2.645  0.002
H -21.059 -4.868 0.188  0.000
H -17.709 -6.995 5.939  0.000
H -19.745 1.024 6.406  -0.002
H -19.584 -1.363 9.368  -0.001
H -21.337 -3.965 10.450  0.000
H -18.257 -6.790 1.875  0.000
H -22.575 0.780 4.793  0.001
H -14.383 -1.709 6.374  0.001
H -25.477 -5.370 2.878  0.000
H -18.622 1.847 7.462  0.000
H -20.840 -5.777 5.731  -0.004
H -24.773 -5.854 5.723  0.003
H -23.328 -7.802 11.119  0.000

E_HOMO (alpha / beta) in eV: -8.64 / -8.45
2S+1: 8
E in hartree: -2914.77637
Expectation value of S²: 16.1691
Net charge: +1



Molecular formula: C4H8O2
Method: DFT, ωB97M-V with the def2-TZVPD basis set

Last column: Mulliken charge in e.
Geometry (Å):
O -0.829 -1.031 -1.003  -0.765
O -0.983 1.349 -0.541  -0.635
C 1.256 0.162 -0.341  -0.763
C 0.432 -0.249 0.856  -0.194
C -0.609 -1.278 0.379  -0.439
C 0.280 1.113 0.249  -0.123
H -0.249 -2.304 0.557  0.341
H 0.467 2.025 0.813  0.384
H -1.115 0.054 -0.957  0.530
H -0.744 1.809 -1.364  0.355
H 2.332 0.382 -0.299  0.290
H 0.779 -0.344 1.887  0.363
H -1.565 -1.148 0.887  0.270
H 0.549 -0.541 -1.124  0.387

E_HOMO in eV: -9.22
Energy above the lowest of the compared OMol25 structures with the same formula, charge and spin in kcal per mole: 86.3
E in hartree: -307.57497
SMILES: OC[C@H]1C[C@H]1O



Molecular formula: ArH24O12
Method: DFT, ωB97M-V with the def2-TZVPD basis set

Last column: Mulliken charge in e.
Geometry (Å):
Ar 0.760 0.014 -0.681  -0.016
O 2.953 -3.537 0.393  -0.638
O -3.073 -0.844 -3.102  -0.611
O 3.593 3.475 0.070  -0.630
O 2.916 1.287 1.431  -0.644
O 0.024 -1.067 3.567  -0.670
O -0.013 -3.077 1.350  -0.649
O -2.196 -3.157 -0.252  -0.713
O -1.832 0.618 2.255  -0.732
O -0.507 2.763 -1.940  -0.623
O 1.687 0.905 -4.627  -0.622
O 0.066 2.794 0.968  -0.587
O -2.771 -0.224 -0.367  -0.586
H 1.065 1.059 -3.916  0.303
H -2.961 -3.271 0.312  0.318
H 1.787 -0.046 -4.656  0.318
H 3.459 2.591 0.413  0.392
H -0.072 3.128 0.081  0.343
H -0.770 -2.872 0.802  0.382
H 3.340 0.433 1.347  0.284
H -1.753 1.444 1.778  0.346
H 4.498 3.477 -0.242  0.304
H -2.445 0.202 0.425  0.240
H -3.177 -0.005 -3.550  0.307
H 0.929 2.382 0.937  0.281
H -0.446 -0.396 3.071  0.376
H -2.133 0.872 3.127  0.306
H 3.004 -4.393 0.818  0.290
H -3.715 -0.067 -0.354  0.308
H -2.241 -2.244 -0.536  0.367
H -1.380 2.401 -1.784  0.309
H 2.048 -3.255 0.528  0.341
H -0.176 -3.968 1.661  0.285
H 2.977 1.495 2.364  0.298
H -0.662 3.539 -2.479  0.288
H -0.022 -1.849 3.017  0.375
H -2.764 -0.612 -2.226  0.362

E_HOMO in eV: -10.64
Energy above the lowest of the compared OMol25 structures with the same formula, charge and spin in kcal per mole: 26.8
E in hartree: -1444.78814